[1]
DFT (ωB97M-V/def2-TZVPD) results for C33H65Cl26N2O6P2 as an isolated structure at a distorted geometry.

Computed properties:
Charge: +1
Gap between HOMO and LUMO: 8.4906 eV
HOMO level: -11.56 eV

Structure (XYZ):
```
134
C33H65Cl26N2O6P2 (ωB97M-V/def2-TZVPD)
C 4.11 -4.29 -0.53
C 3.99 -2.96 0.16
N 3.79 -2.96 1.40
C 4.17 -1.72 -0.71
P 2.82 -0.53 -0.58
C 1.17 -1.24 -1.01
O 0.25 -1.01 0.05
C -0.24 -2.27 0.53
C -1.58 -2.87 0.08
O 0.43 -2.82 1.31
N 3.12 0.68 -1.75
C 4.11 1.37 -1.45
O 5.02 2.03 -1.28
P 2.71 0.52 1.35
O 4.02 0.98 1.76
O 2.06 -0.36 2.47
O 1.71 1.74 1.12
H 3.51 -4.30 -1.45
H 3.74 -5.04 0.16
H 5.15 -4.47 -0.79
H 3.76 -1.99 1.74
H 4.27 -2.05 -1.75
H 5.12 -1.24 -0.46
H 1.23 -2.29 -1.30
H 0.82 -0.67 -1.87
H -1.46 -3.94 0.15
H -2.36 -2.56 0.77
H -1.89 -2.63 -0.95
H 1.10 -0.46 2.36
H 2.06 2.37 0.47
Cl 4.52 -7.07 -4.36
C 3.13 -6.40 -5.25
C 2.84 -4.98 -4.83
Cl 2.22 -4.88 -3.15
H 2.27 -7.04 -5.08
H 3.38 -6.42 -6.31
H 2.07 -4.55 -5.48
H 3.73 -4.35 -4.90
Cl -0.22 -6.40 3.01
C -0.13 -4.88 3.93
C 0.49 -5.07 5.29
Cl -0.55 -6.01 6.38
H -1.14 -4.47 4.00
H 0.48 -4.19 3.34
H 0.65 -4.10 5.76
H 1.45 -5.57 5.22
Cl 6.19 -6.34 6.51
C 5.60 -4.67 6.69
C 4.13 -4.55 6.36
Cl 3.80 -4.81 4.63
H 6.20 -4.03 6.05
H 5.77 -4.39 7.73
H 3.78 -3.55 6.61
H 3.54 -5.27 6.93
Cl -1.48 -0.89 -2.49
C -2.06 0.80 -2.38
C -3.53 0.94 -2.67
Cl -3.89 0.61 -4.38
H -1.46 1.39 -3.06
H -1.84 1.12 -1.36
H -3.84 1.96 -2.46
H -4.13 0.27 -2.06
Cl -1.68 -0.16 -8.95
C -3.14 -1.17 -8.73
C -3.19 -1.78 -7.36
Cl -1.92 -3.02 -7.13
H -3.15 -1.93 -9.51
H -4.00 -0.51 -8.87
H -4.14 -2.28 -7.21
H -3.07 -1.04 -6.57
Cl -1.09 3.30 -5.12
C -0.80 4.85 -4.28
C -0.10 4.66 -2.97
Cl -1.15 3.85 -1.77
H -1.76 5.36 -4.16
H -0.18 5.46 -4.95
H 0.17 5.63 -2.55
H 0.80 4.07 -3.07
Cl 2.29 4.39 -0.51
C 2.70 5.42 0.89
C 1.65 5.31 1.97
Cl 0.11 6.04 1.47
H 2.81 6.44 0.53
H 3.66 5.08 1.27
H 1.99 5.85 2.86
H 1.46 4.28 2.24
Cl -3.42 6.91 -3.07
C -4.82 6.19 -3.91
C -5.88 5.72 -2.95
Cl -5.34 4.31 -1.99
H -4.46 5.39 -4.54
H -5.24 6.97 -4.56
H -6.76 5.41 -3.50
H -6.16 6.50 -2.25
Cl 1.62 -4.82 -11.03
C 1.07 -3.12 -10.99
C -0.40 -2.99 -11.33
Cl -0.73 -3.37 -13.04
H 1.69 -2.55 -11.67
H 1.24 -2.76 -9.98
H -0.72 -1.96 -11.17
H -1.01 -3.65 -10.72
Cl 2.79 5.46 5.76
C 1.11 5.91 6.15
C 0.22 4.71 6.33
Cl -0.04 3.83 4.80
H 0.74 6.55 5.35
H 1.14 6.49 7.07
H -0.75 5.03 6.68
H 0.64 4.01 7.05
Cl 2.63 -10.04 4.77
C 0.91 -9.72 5.09
C 0.11 -10.99 5.23
Cl -0.04 -11.86 3.68
H 0.53 -9.09 4.29
H 0.87 -9.16 6.02
H -0.90 -10.75 5.56
H 0.55 -11.66 5.96
Cl -1.85 8.51 6.59
C -3.40 7.62 6.74
C -3.55 6.99 8.10
Cl -2.39 5.66 8.34
H -3.43 6.87 5.95
H -4.19 8.34 6.57
H -4.55 6.57 8.20
H -3.41 7.71 8.90
Cl -3.84 5.48 3.45
C -5.11 6.23 2.45
C -5.28 7.70 2.74
Cl -5.97 7.99 4.36
H -6.04 5.68 2.62
H -4.82 6.09 1.41
H -5.97 8.14 2.03
H -4.34 8.23 2.68
```

---

[2]
DFT (ωB97M-V/def2-TZVPD) results for a 3-piece molecular cluster, C3H11NO2 overall at a distorted geometry.

Computed properties:
Structure (SMILES): C=CCN.O.O
Energy relative to the best compared isomer or geometry (same formula, charge and spin): 199.5 kJ/mol
Gap between HOMO and LUMO: 9.8622 eV
HOMO level: -9.26 eV

Structure (XYZ):
```
17
C3H11NO2 (ωB97M-V/def2-TZVPD)
C -3.12 -0.49 -0.34
C -2.01 0.17 -0.13
C -1.05 0.61 -1.12
N 0.37 0.10 -0.95
H -3.59 -1.01 0.51
H -3.44 -0.65 -1.41
H -1.75 0.55 0.92
H -0.95 1.76 -1.30
H -1.47 0.41 -2.14
H 1.09 0.83 -1.21
H 0.48 -0.01 0.09
O 4.59 0.86 0.03
H 4.75 1.71 0.31
H 4.95 0.30 0.63
O 0.30 -1.94 2.43
H 0.16 -2.13 1.45
H 0.69 -1.07 2.23
```

---

[3]
DFT (ωB97M-V/def2-TZVPD) results for a 2-piece molecular cluster, CH4SSi overall at a distorted geometry.

Computed properties:
Energy relative to the best compared isomer or geometry (same formula, charge and spin): 273.0 kJ/mol
Gap between HOMO and LUMO: 11.0859 eV
HOMO level: -11.23 eV

Structure (XYZ):
```
7
CH4SSi (ωB97M-V/def2-TZVPD)
C 0.44 1.26 -2.80
Si -0.41 -0.52 1.00
S 1.88 0.92 -2.42
H -0.15 0.74 0.17
H -1.87 -0.49 0.84
H -0.34 -0.15 2.46
H 0.45 -1.76 0.75
```

---

[4]
DFT (ωB97M-V/def2-TZVPD) results for C17H20Cl3NO7PdTe as an isolated structure.

Computed properties:
Multiplicity: 5
Gap between HOMO and LUMO (spin up / spin down): 9.2031 / 6.5105 eV
HOMO level (spin up / spin down): -8.89 / -9.50 eV

Structure (XYZ):
```
50
C17H20Cl3NO7PdTe (ωB97M-V/def2-TZVPD)
Pd 0.14 0.03 -0.67
O -2.23 0.39 0.23
C -2.08 -0.01 1.59
C -1.61 -1.46 1.56
N -0.25 -1.60 1.01
C 0.79 -1.36 2.02
C 1.17 0.13 2.18
O 1.59 0.55 3.24
O 1.05 0.84 1.11
C -0.04 -2.91 0.37
C 1.03 -2.80 -0.76
O 1.86 -3.67 -0.92
O 0.93 -1.75 -1.50
H -2.18 1.35 0.15
H -3.05 0.05 2.10
H -1.37 0.63 2.11
H -2.29 -2.01 0.91
H -1.65 -1.91 2.56
H 1.71 -1.86 1.70
H 0.51 -1.77 2.99
H -0.97 -3.21 -0.12
H 0.23 -3.67 1.10
C 6.92 -1.80 -5.06
C 5.94 -1.18 -4.12
C 4.60 -1.04 -4.47
C 3.67 -0.48 -3.60
C 2.25 -0.34 -4.03
C 4.11 -0.03 -2.34
Te 2.81 0.95 -1.03
C 5.47 -0.17 -1.97
C 6.00 0.28 -0.64
C 6.35 -0.74 -2.87
H 6.45 -2.05 -6.01
H 7.34 -2.71 -4.64
H 7.75 -1.12 -5.26
H 4.26 -1.38 -5.44
H 2.09 -0.85 -4.98
H 1.97 0.71 -4.16
H 1.58 -0.78 -3.30
H 5.22 0.45 0.10
H 6.58 1.20 -0.74
H 6.66 -0.49 -0.23
H 7.39 -0.85 -2.58
Cl 1.19 3.92 -3.11
C -0.53 3.46 -2.95
Cl -1.19 3.11 -4.54
Cl -1.44 4.78 -2.22
C -0.50 2.21 -2.04
O -0.33 1.12 -2.63
O -0.53 2.35 -0.81
```

---

[5]
DFT (ωB97M-V/def2-TZVPD) results for C33H73HfO13 as an isolated structure at a distorted geometry.

Computed properties:
Charge: +3
Energy relative to the best compared isomer or geometry (same formula, charge and spin): 0.0 kJ/mol
Gap between HOMO and LUMO: 1.4011 eV
HOMO level: -14.29 eV

Structure (XYZ):
```
120
C33H73HfO13 (ωB97M-V/def2-TZVPD)
Hf -0.17 2.64 3.01
C 1.96 0.00 0.07
C 0.94 1.11 0.04
C -0.19 0.82 -0.95
O 0.50 1.48 1.33
H 1.63 -0.96 0.46
H 2.90 0.33 0.52
H 2.23 -0.19 -0.98
H 1.48 1.96 -0.41
H 0.16 0.95 -1.97
H -1.02 1.49 -0.76
H -0.53 -0.22 -0.83
C 1.04 -1.90 -3.74
O -0.32 -1.67 -3.52
C -1.13 -2.09 -4.61
C -2.55 -1.58 -4.48
O -3.14 -1.49 -5.75
C -4.24 -0.59 -5.76
H 1.30 -2.93 -3.49
H 1.71 -1.30 -3.12
H 1.33 -1.70 -4.78
H -1.03 -3.18 -4.65
H -0.74 -1.74 -5.57
H -2.53 -0.62 -3.95
H -3.17 -2.23 -3.85
H -3.82 0.42 -5.74
H -4.90 -0.70 -4.89
H -4.85 -0.72 -6.65
C -5.09 -1.35 -1.60
O -4.70 -2.68 -1.81
C -4.67 -3.56 -0.70
C -3.72 -3.09 0.41
O -2.36 -3.46 0.22
C -1.81 -2.97 -0.99
H -4.45 -0.72 -0.98
H -6.09 -1.36 -1.17
H -5.15 -0.92 -2.60
H -4.33 -4.53 -1.07
H -5.69 -3.70 -0.34
H -3.98 -3.51 1.38
H -3.78 -2.00 0.52
H -2.06 -1.92 -1.22
H -1.97 -3.57 -1.89
H -0.74 -2.98 -0.76
C 2.76 -8.16 3.80
O 2.26 -7.24 2.85
C 2.95 -7.30 1.63
C 2.30 -6.34 0.66
O 2.65 -5.02 1.02
C 1.98 -4.01 0.32
H 2.63 -9.19 3.45
H 2.27 -7.99 4.76
H 3.83 -7.99 3.93
H 2.78 -8.27 1.13
H 4.04 -7.24 1.74
H 1.21 -6.49 0.68
H 2.61 -6.57 -0.37
H 2.17 -4.07 -0.76
H 2.25 -3.05 0.76
H 0.89 -4.15 0.41
C 7.45 3.41 -0.54
O 6.09 3.12 -0.79
C 5.35 2.56 0.26
C 5.94 1.35 0.98
O 7.12 1.62 1.68
C 7.06 2.46 2.82
H 7.95 3.82 -1.42
H 8.04 2.55 -0.25
H 7.49 4.25 0.16
H 4.36 2.30 -0.14
H 5.09 3.37 0.97
H 6.23 0.57 0.27
H 5.19 0.87 1.62
H 7.89 2.18 3.46
H 6.09 2.22 3.28
H 7.20 3.53 2.61
C -1.18 3.91 -0.14
O -0.40 4.06 1.07
C 0.46 5.21 1.07
C 0.06 5.93 2.32
O 0.02 5.08 3.47
C -0.25 5.86 4.68
H -1.82 4.78 -0.25
H -1.87 3.08 -0.05
H -0.67 3.80 -1.10
H 0.42 5.87 0.20
H 1.51 4.91 1.15
H -0.86 6.48 2.13
H 0.72 6.79 2.47
H -0.72 5.16 5.37
H -0.97 6.65 4.49
H 0.65 6.24 5.16
C -2.36 0.39 1.73
O -1.61 0.74 2.93
C -1.46 -0.36 3.84
C -0.03 -0.83 3.63
O 0.73 0.39 3.72
C 2.09 0.10 4.14
H -1.75 -0.25 1.09
H -2.59 1.31 1.20
H -3.26 -0.16 2.00
H -2.13 -1.20 3.64
H -1.58 0.00 4.86
H 0.07 -1.36 2.68
H 0.17 -1.54 4.42
H 2.74 -0.03 3.27
H 2.23 -0.75 4.80
H 2.47 1.01 4.61
C -5.41 3.49 -2.03
C -5.70 4.01 -3.29
C -4.90 3.79 -4.40
C -3.80 2.96 -4.25
C -3.52 2.34 -3.04
C -4.29 2.66 -1.93
H -6.09 3.70 -1.21
H -6.56 4.67 -3.37
H -5.12 4.25 -5.35
H -3.14 2.80 -5.09
H -2.64 1.71 -2.95
H -4.00 2.16 -1.01
```

---

[6]
DFT (ωB97M-V/def2-TZVPD) results for a 2-piece molecular cluster, C3H5NO2 overall.

Computed properties:
Structure (SMILES): [H]/N=C1\OCC1=O.[H][H]
Energy relative to the best compared isomer or geometry (same formula, charge and spin): 290.7 kJ/mol
Gap between HOMO and LUMO: 10.3251 eV
HOMO level: -10.59 eV

Structure (XYZ):
```
11
C3H5NO2 (ωB97M-V/def2-TZVPD)
H -1.91 -0.15 -1.57
N -1.27 0.42 -1.02
C -0.47 -0.29 -0.37
O -0.31 -1.65 -0.27
C 0.80 -1.58 0.66
C 0.69 -0.05 0.60
O 1.24 0.89 1.08
H 1.71 -2.00 0.24
H 0.56 -2.03 1.62
H -0.48 3.56 -0.35
H -0.57 2.87 -0.61
```

---

[7]
DFT (ωB97M-V/def2-TZVPD) results for an isolated ion of composition C3HBrNO2S2 and charge -1 at a distorted geometry.

Computed properties:
Charge: -1
Energy relative to the best compared isomer or geometry (same formula, charge and spin): 2.9 kJ/mol
Gap between HOMO and LUMO: 6.8766 eV
HOMO level: -3.80 eV

Structure (XYZ):
```
10
C3HBrNO2S2 (ωB97M-V/def2-TZVPD)
C 0.07 -0.26 0.01
C 1.98 0.25 -0.79
C 1.16 1.04 -1.80
N 1.30 -0.46 0.13
O 0.93 1.09 -4.54
O 2.09 3.02 -3.40
S -0.44 0.83 -1.29
S 1.90 1.54 -3.48
Br 3.81 0.24 -0.98
H -0.75 -0.56 0.74
```

---

[8]
DFT (ωB97M-V/def2-TZVPD) results for a 4-piece molecular cluster, C21H41BN2O6 overall at a distorted geometry.

Computed properties:
Structure (SMILES): [H]/N=C/CB(CCCC#C)CNC.CCOC(C)=O.CCOC(C)=O.CCOC(C)=O
Energy relative to the best compared isomer or geometry (same formula, charge and spin): 351.2 kJ/mol
Gap between HOMO and LUMO: 8.9817 eV
HOMO level: -8.46 eV

Structure (XYZ):
```
71
C21H41BN2O6 (ωB97M-V/def2-TZVPD)
H 3.72 -2.02 1.44
N 3.23 -2.42 0.61
C 2.11 -1.70 0.40
C 1.08 -2.01 -0.79
B -0.24 -1.01 -0.77
C -1.63 -1.64 -0.18
C -1.42 -2.30 1.30
C -2.23 -1.36 2.38
C -1.37 0.01 2.56
C -0.56 1.06 2.65
C -0.04 0.48 -1.39
N -0.87 1.56 -0.73
C -0.30 2.85 -1.30
H 1.88 -0.81 1.11
H 1.62 -1.99 -1.83
H 0.68 -3.09 -0.63
H -2.45 -0.81 -0.18
H -1.96 -2.52 -0.88
H -0.31 -2.32 1.63
H -1.83 -3.39 1.34
H -2.38 -1.92 3.40
H -3.26 -1.17 1.90
H 0.40 1.70 2.47
H 1.07 0.83 -1.26
H -0.31 0.53 -2.53
H -1.84 1.54 -1.11
H -1.03 3.74 -1.18
H 0.73 3.11 -0.82
H -0.09 2.76 -2.44
C -5.15 5.43 -3.25
C -3.76 5.16 -3.77
O -3.21 3.97 -3.20
C -3.41 2.73 -3.69
C -4.50 2.52 -4.70
O -2.78 1.79 -3.25
H -5.84 4.63 -3.53
H -5.54 6.37 -3.64
H -5.15 5.47 -2.15
H -3.72 5.13 -4.86
H -3.10 5.98 -3.46
H -5.42 2.25 -4.19
H -4.20 1.70 -5.36
H -4.67 3.38 -5.35
C 2.52 3.28 3.22
C 3.83 3.90 3.66
O 3.60 4.98 4.58
C 3.46 4.82 5.91
C 3.21 3.44 6.46
O 3.44 5.79 6.65
H 1.98 2.84 4.06
H 2.69 2.50 2.47
H 1.86 4.05 2.79
H 4.52 3.17 4.07
H 4.33 4.34 2.79
H 2.14 3.27 6.53
H 3.65 3.39 7.46
H 3.68 2.65 5.88
C 2.76 -5.77 -0.51
C 1.57 -6.56 -0.02
O 0.46 -6.45 -0.93
C 0.29 -7.23 -2.02
C 1.44 -8.08 -2.49
O -0.75 -7.19 -2.64
H 3.13 -6.15 -1.46
H 3.57 -5.81 0.22
H 2.48 -4.72 -0.67
H 1.81 -7.61 0.18
H 1.22 -6.14 0.93
H 2.01 -7.52 -3.24
H 1.03 -8.98 -2.96
H 2.10 -8.41 -1.70
```

---

[9]
DFT (ωB97M-V/def2-TZVPD) results for HIN3P3 as an isolated structure at a distorted geometry.

Computed properties:
Energy relative to the best compared isomer or geometry (same formula, charge and spin): 162.2 kJ/mol
Gap between HOMO and LUMO: 7.6342 eV
HOMO level: -8.97 eV

Structure (XYZ):
```
8
HIN3P3 (ωB97M-V/def2-TZVPD)
N 1.13 1.33 0.48
N -1.15 1.25 -0.67
N 0.59 -0.95 -0.26
P 1.44 -0.16 0.94
P 0.13 2.21 -0.37
P -1.23 -0.41 -0.43
I 0.73 -2.93 -0.82
H -1.65 -0.34 1.12
```

---

[10]
DFT (ωB97M-V/def2-TZVPD) results for C25H17Br2CeCl5IN3O3 as an isolated structure at a distorted geometry.

Computed properties:
Charge: +1
Multiplicity: 2
Energy relative to the best compared isomer or geometry (same formula, charge and spin): 54.6 kJ/mol
Gap between HOMO and LUMO (spin up / spin down): 7.8444 / 7.8463 eV
HOMO level (spin up / spin down): -11.16 / -11.16 eV

Structure (XYZ):
```
57
C25H17Br2CeCl5IN3O3 (ωB97M-V/def2-TZVPD)
Ce -0.45 -0.16 -0.24
Cl 0.10 -2.19 2.37
C -1.54 -2.56 1.81
C -1.99 -1.89 0.70
C -3.26 -2.22 0.30
Cl -3.89 -1.46 -1.17
C -4.08 -3.13 0.97
Cl -5.67 -3.46 0.42
C -3.58 -3.77 2.10
Cl -4.55 -4.90 2.95
C -2.28 -3.50 2.53
Cl -1.63 -4.29 3.91
C -2.01 3.62 -1.40
C -2.31 2.17 -1.70
C -3.39 1.98 -2.73
O -2.64 1.47 -0.44
C -1.06 1.33 -2.02
O -1.23 0.14 -2.40
O 0.04 1.69 -1.53
H -2.87 4.06 -0.90
H -1.83 4.17 -2.32
H -1.14 3.72 -0.75
H -4.33 2.40 -2.35
H -3.54 0.93 -2.97
H -3.14 2.52 -3.64
H -3.61 1.40 -0.37
Br 6.55 -2.07 0.64
C 4.75 -1.60 0.52
C 4.27 -0.48 1.16
C 2.94 -0.17 1.01
N 2.08 -0.90 0.28
C 2.55 -2.02 -0.29
C 3.88 -2.39 -0.21
C 1.57 -2.86 -1.04
C 1.80 -4.21 -1.26
C 0.87 -4.91 -2.00
Br 1.12 -6.74 -2.30
C -0.24 -4.27 -2.53
C -0.40 -2.93 -2.23
N 0.47 -2.24 -1.49
H 4.92 0.15 1.76
H 2.52 0.70 1.50
H 4.25 -3.27 -0.72
H 2.66 -4.71 -0.84
H -0.96 -4.80 -3.13
H -1.25 -2.38 -2.60
I -1.71 1.19 2.82
C -0.31 2.54 2.10
C -0.28 3.83 2.60
C 0.69 4.68 2.09
C 1.56 4.22 1.12
C 1.44 2.92 0.69
N 0.51 2.08 1.17
H -0.98 4.15 3.35
H 0.75 5.70 2.46
H 2.33 4.86 0.70
H 2.08 2.53 -0.09
```